Below is the ion C3H8NOS2 with charge +1 at a distorted geometry, with properties calculated with ωB97M-V with the def2-TZVPD basis set.

The calculation puts the relative energy (zero: lowest compared OMol25 entry of this formula, charge and spin) at 116.0 kJ/mol. The SMILES is O[C@@]1(S)[NH2+]CCS1. Its strongest force on any atom is 5.13 eV/A. The HOMO energy comes out at -13.81 eV. As for the orbital gap: 10.045 eV. The value obtained for the total energy is -28440.44858 eV.

Structure (ORCA input):
```
! RIJCOSX wB97M-V def2-TZVPD def2/J DEFGRID3
* xyz 1 1
O 0.741 -0.267 2.234
C 0.340 0.180 1.031
S 1.800 1.380 0.447
N 0.540 -0.896 -0.027
C -0.649 -0.957 -0.886
C -1.009 0.546 -1.029
S -1.365 0.898 0.792
H 0.670 0.370 2.940
H 0.748 2.227 0.151
H 0.806 -1.752 0.458
H 1.293 -0.601 -0.650
H -1.380 -1.603 -0.487
H -0.309 -1.415 -1.998
H -0.284 1.220 -1.420
H -1.941 0.668 -1.557
*
```

These are the Mulliken partial charges, in e, on atoms 1 to 5: -0.508, 0.183, -0.166, -0.106, -0.489


Below is a structure of composition C3H8NP at a distorted geometry, with properties calculated with ωB97M-V with the def2-TZVPD basis set.

The calculation puts the relative energy (zero: lowest compared OMol25 entry of this formula, charge and spin) at 450.8 kJ/mol. Its strongest force on any atom is 4.79 eV/A. The HOMO energy (alpha / beta) comes out at -8.36 / -7.45 eV. As for the orbital gap (alpha / beta): 7.910 / 7.024 eV. The value obtained for the total energy is -14014.09927 eV.

Structure (ORCA input):
```
! RIJCOSX wB97M-V def2-TZVPD def2/J DEFGRID3
* xyz 0 1
C 1.273 -2.077 -1.180
C 0.091 -0.149 1.125
C -1.206 1.489 -0.146
N -0.051 0.709 -0.071
P 0.846 0.329 -1.435
H 2.215 -2.252 -1.836
H 1.395 -2.150 -0.080
H -0.285 0.569 1.903
H -0.519 -1.073 1.035
H 1.127 -0.523 1.403
H -1.090 2.317 -0.946
H -2.095 0.851 -0.532
H -1.700 1.961 0.760
*
```

These are the Mulliken partial charges, in e, on atoms 1 to 5: -0.622, -0.938, -0.790, 0.115, -0.028


Below is a cluster of 2 separate species, C3H8NS in total at a distorted geometry, with properties calculated with ωB97M-V with the def2-TZVPD basis set.

The calculation puts the relative energy (zero: lowest compared OMol25 entry of this formula, charge and spin) at 80.1 kJ/mol. Its strongest force on any atom is 1.01 eV/A. The HOMO energy comes out at -2.52 eV. As for the orbital gap: 6.616 eV. The value obtained for the total energy is -15566.21208 eV.

Structure (ORCA input):
```
! RIJCOSX wB97M-V def2-TZVPD def2/J DEFGRID3
* xyz -1 1
C 0.727 0.214 -3.121
S 1.078 0.863 -1.455
H 1.052 0.817 -3.970
H 1.215 -0.764 -3.208
H -0.345 0.033 -3.282
C -1.497 -0.272 2.504
C -0.530 -0.508 1.612
N 0.784 -0.086 1.679
H -1.234 0.324 3.365
H -2.500 -0.557 2.214
H -0.783 -0.907 0.638
H 0.911 0.712 2.286
H 1.125 0.134 0.737
*
```

These are the Mulliken partial charges, in e, on atoms 1 to 5: -0.797, -0.671, 0.244, 0.182, 0.198


Below is a cluster of 2 separate species, C3H8NS in total at a distorted geometry, with properties calculated with ωB97M-V with the def2-TZVPD basis set.

The calculation puts the relative energy (zero: lowest compared OMol25 entry of this formula, charge and spin) at 101.4 kJ/mol. Its strongest force on any atom is 1.94 eV/A. The HOMO energy comes out at -2.80 eV. As for the orbital gap: 6.713 eV. The value obtained for the total energy is -15565.99152 eV.

Structure (ORCA input):
```
! RIJCOSX wB97M-V def2-TZVPD def2/J DEFGRID3
* xyz -1 1
S 1.925 -2.406 -0.120
H 1.807 -3.254 0.907
N -0.238 -0.705 -1.362
C 0.228 0.144 -0.217
C -1.146 1.542 1.227
C -0.712 1.295 -0.005
H 0.303 -1.575 -1.251
H 0.120 -0.270 -2.221
H 1.263 0.509 -0.335
H 0.202 -0.540 0.651
H -1.928 2.315 1.472
H -0.698 1.090 2.101
H -1.126 1.856 -0.848
*
```

These are the Mulliken partial charges, in e, on atoms 1 to 5: -0.863, -0.040, -0.676, -0.300, -0.748


Question: relative energy (zero: lowest compared OMol25 entry of this formula, charge and spin) of number 1 (C3H8NOS2)?
Answer: 116.0 kJ/mol